Density functional theory data (ωB97M-V/def2-TZVPD) for one molecule with the formula C19H20F3N3O3 at a distorted geometry.

Structure (XYZ):
```
48
Properties=species:S:1:pos:R:3:nbo_charge:R:1
O -5.6371 -1.6873 -2.7563 -0.583
C -5.3318 -2.3199 -1.7851 0.775
O -4.4469 -3.2961 -1.8367 -0.685
C -6.1078 -2.0716 -0.4597 -0.336
C -6.1668 -3.4064 0.3589 -0.231
N -4.8025 -3.6495 0.9514 -0.688
C -4.1795 -2.5381 1.7440 -0.224
C -4.2142 -1.0947 1.0901 -0.230
C -3.0961 -0.9772 0.0635 -0.229
N -1.9111 -0.4447 0.7544 -0.433
N -0.6466 -0.4094 0.1725 -0.204
C 0.3825 0.3577 0.6088 -0.044
C 1.8154 0.3271 0.2208 0.233
C 2.2974 -0.4045 -0.8191 -0.269
C 3.6263 0.1544 -1.1139 -0.280
C 3.9081 1.0944 -0.1468 0.247
C 5.1100 1.9243 0.0692 -0.068
C 5.4142 2.3490 1.3340 -0.192
C 6.3785 3.3788 1.4332 -0.172
C 7.1992 3.8145 0.4140 -0.212
C 6.8497 3.4038 -0.8664 -0.117
C 7.6831 3.9445 -2.0382 0.976
F 7.8565 3.0167 -2.9279 -0.298
F 7.1215 5.1152 -2.6584 -0.368
F 8.7936 4.4397 -1.6139 -0.305
C 5.7935 2.4389 -1.0923 -0.177
O 2.7687 1.1526 0.7141 -0.417
C -5.6055 -0.8348 0.3764 -0.391
H -4.3781 -3.6385 -0.8953 0.510
H -7.2021 -1.9107 -0.6673 0.244
H -6.4494 -4.2199 -0.2650 0.214
H -6.9313 -3.2986 1.1870 0.179
H -4.8259 -4.6062 1.4664 0.391
H -4.7608 -2.4594 2.6760 0.174
H -3.1032 -2.7545 2.0691 0.225
H -4.1067 -0.2889 1.8377 0.222
H -2.7929 -1.9229 -0.3481 0.224
H -3.3795 -0.2761 -0.7252 0.192
H -2.0746 0.3836 1.4085 0.337
H 0.1001 0.9912 1.4610 0.156
H 1.6947 -1.1053 -1.4577 0.246
H 4.3764 -0.3229 -1.8213 0.237
H 4.9235 1.9529 2.1635 0.228
H 6.4183 3.8585 2.4782 0.216
H 8.0752 4.3782 0.6055 0.238
H 5.5294 2.0362 -2.1015 0.243
H -6.4098 -0.6165 1.0377 0.212
H -5.5555 0.0422 -0.3000 0.229
```

Computed properties:
E_HOMO in eV: -7.688
Orbital gap in eV: 7.9
SMILES: O=C(O)[C@H]1CNC[C@@H](CN/N=C/c2ccc(-c3cccc(C(F)(F)F)c3)o2)C1
Lowest unoccupied orbital energy in eV: 0.17